No. 1
Formula: C4H7NO3
Source: the Open Molecules 2025 dataset
Level of theory: wB97M-V/def2-TZVPD

Structure (XYZ):
```
15
Properties=species:S:1:pos:R:3:forces:R:3
C -0.941 0.616 -0.650 -4.74 4.23 4.32
C -0.019 0.258 0.445 -3.02 -2.33 1.18
C 0.116 -1.260 0.389 0.55 -4.29 1.63
C 1.210 0.738 0.072 5.31 1.99 -0.61
H -3.110 0.665 -0.187 4.86 -3.63 0.50
H -0.934 0.456 -1.697 0.98 -0.15 -0.85
H -1.202 1.741 -0.224 1.12 -2.00 -2.69
H -0.508 0.709 1.360 1.12 -0.84 -0.90
H 0.438 -1.925 1.333 -1.13 2.19 -1.27
H -0.806 -1.822 -0.033 1.87 1.14 0.34
H 2.910 -0.155 -0.069 1.84 -1.28 -0.05
N 1.977 -0.349 -0.309 0.08 4.36 -0.58
O -2.067 -0.069 -0.039 -6.74 3.00 -1.64
O 1.342 -1.515 -0.447 -1.90 -0.92 0.48
O 1.594 1.913 0.056 -0.19 -1.46 0.14
```
Positions in Å, forces in eV/Å.

Results
- E_HOMO: -0.326 Ha
- Calculated total energy: -436.87743 a.u.
- Largest force on an atom: 7.684 eV/Å
- E_LUMO: 0.1 eV

=====

No. 2
Formula: C4H7NO3
Source: the Open Molecules 2025 dataset
Level of theory: wB97M-V/def2-TZVPD

Structure (XYZ):
```
15
Properties=species:S:1:pos:R:3:forces:R:3
C -0.148 0.315 0.120 3.65 -0.53 -0.34
C 0.555 -0.505 -1.026 1.42 -3.81 -0.59
C -0.031 -0.354 1.649 0.29 -1.39 -2.96
C 1.116 1.133 0.641 -0.57 6.44 -0.48
H -1.656 1.669 -0.114 -0.45 1.95 1.44
H -2.013 0.406 -0.898 2.63 0.72 0.33
H 1.710 -0.854 -0.657 -2.98 1.62 -1.56
H 0.374 0.027 -2.210 1.00 -1.55 4.06
H -0.804 -1.952 -1.656 1.85 -0.21 1.45
H -0.930 -0.141 2.270 1.08 -0.16 -0.16
H 0.172 -1.602 1.414 -0.16 3.84 1.37
N -1.142 1.026 -0.636 -2.66 -2.07 -0.18
O 0.009 -1.985 -1.043 -1.49 2.85 -1.74
O 1.189 0.579 1.979 -1.86 -1.13 -3.65
O 1.599 2.240 0.168 -1.77 -6.57 3.02
```
Positions in Å, forces in eV/Å.

Results
- E_HOMO: -0.374 Ha
- Calculated total energy: -436.91908 a.u.
- SMILES string: N[C@]1(CO)COC1=O
- Largest force on an atom: 7.440 eV/Å
- E_LUMO: 0.3 eV

=====

No. 3
Formula: C4H7NO3
Source: the Open Molecules 2025 dataset
Level of theory: wB97M-V/def2-TZVPD

Structure (XYZ):
```
15
Properties=species:S:1:pos:R:3:forces:R:3
C -0.357 0.848 0.608 -0.04 0.23 0.23
C -1.186 -0.383 0.194 -0.50 -0.18 0.21
C 0.695 0.508 -0.465 0.52 0.33 -0.06
C -0.068 -0.770 -0.739 0.69 -0.71 0.35
N -0.574 -0.108 -2.977 -0.88 1.04 -0.54
O -1.056 0.782 -3.606 0.81 -1.38 0.06
O -0.016 -1.108 -3.703 -0.20 0.40 -0.68
O 0.252 -1.822 -1.244 -0.03 -0.10 0.43
H -0.856 1.802 0.470 -0.01 0.03 0.02
H 0.029 0.787 1.623 -0.03 0.03 0.02
H -1.375 -1.126 0.969 -0.04 -0.06 -0.03
H -2.124 -0.155 -0.305 -0.08 0.01 -0.11
H 0.723 1.209 -1.295 -0.01 -0.02 -0.06
H 1.716 0.346 -0.122 0.02 -0.06 0.02
H 0.323 -1.739 -3.022 -0.23 0.45 0.14
```
Positions in Å, forces in eV/Å.

Results
- E_HOMO: -0.366 Ha
- Calculated total energy: -436.96317 a.u.
- SMILES string: O=C1CCC1.O=NO
- Largest force on an atom: 1.604 eV/Å
- E_LUMO: 0.4 eV

=====

No. 4
Formula: C4H7NO3S3
Source: the Open Molecules 2025 dataset
Level of theory: wB97M-V/def2-TZVPD

Structure (XYZ):
```
18
Properties=species:S:1:pos:R:3:forces:R:3
C 0.486 -0.859 1.295 -0.24 1.22 -1.03
C 0.126 0.080 0.403 0.39 -0.16 -0.87
C 2.617 -0.497 -0.633 1.93 0.61 0.87
C -1.528 1.939 -1.214 0.88 0.38 0.75
N -0.543 -1.713 1.706 -1.35 -0.73 2.00
O -1.689 -1.434 1.405 0.07 -0.09 -0.27
O -0.291 -2.661 2.417 1.04 -0.69 0.22
O -2.243 1.055 1.152 0.26 -0.06 -0.50
S -2.380 -0.742 -1.267 -0.06 -0.78 0.23
S 1.302 0.672 -0.700 -0.47 1.21 -0.35
S -1.618 0.533 -0.053 -0.77 0.58 -0.54
H 1.517 -0.999 1.589 -0.44 -0.48 0.26
H 3.088 -0.450 -1.617 -0.57 -0.83 -0.27
H 2.257 -1.454 -0.213 0.57 0.31 -0.82
H 3.486 -0.064 -0.053 -1.12 -0.70 0.18
H -0.482 2.225 -1.393 -0.45 0.25 0.11
H -2.006 1.677 -2.150 0.06 -0.22 0.18
H -2.100 2.694 -0.675 0.29 0.18 -0.14
```
Positions in Å, forces in eV/Å.

Results
- E_HOMO: -0.325 Ha
- Calculated total energy: -1631.43440 a.u.
- SMILES string: CS/C(=C/[N+](=O)[O-])[S@](C)(=O)=S
- Largest force on an atom: 2.523 eV/Å
- E_LUMO: -1.2 eV

=====

No. 5
Formula: C4H7NO4
Source: the Open Molecules 2025 dataset
Level of theory: wB97M-V/def2-TZVPD

Structure (XYZ):
```
16
Properties=species:S:1:pos:R:3:forces:R:3
C -0.050 -0.392 -0.586 -0.91 0.70 1.13
C -1.019 0.806 -0.684 0.31 -0.34 -1.21
C 0.966 -0.051 0.621 -2.19 1.42 0.48
C 0.180 0.135 2.023 1.83 1.39 0.57
H 1.315 0.202 -2.075 -1.14 -1.73 0.40
H 0.969 -1.465 -1.809 0.92 -0.44 -0.87
H -0.811 -1.279 -0.453 1.94 1.32 0.23
H 1.362 0.998 0.498 -0.19 -1.16 -0.35
H 1.779 -0.763 0.647 0.06 -0.22 0.39
H -1.211 -0.697 2.953 -0.56 0.29 1.10
H -0.940 0.395 -2.538 -0.23 0.06 0.48
N 0.573 -0.554 -1.919 0.71 1.23 1.03
O -1.381 1.542 0.175 0.00 0.03 1.23
O 0.353 1.037 2.851 -0.34 -2.19 -2.41
O -0.639 -0.893 2.225 0.13 -0.50 -1.13
O -1.445 0.981 -1.929 -0.34 0.15 -1.06
```
Positions in Å, forces in eV/Å.

Results
- E_HOMO: -0.375 Ha
- Calculated total energy: -512.34826 a.u.
- SMILES string: N[C@@H](CC(=O)O)C(=O)O
- Largest force on an atom: 3.276 eV/Å
- E_LUMO: 0.4 eV

=====

No. 6
Formula: C4H7NO4
Source: the Open Molecules 2025 dataset
Level of theory: wB97M-V/def2-TZVPD

Structure (XYZ):
```
16
Properties=species:S:1:pos:R:3:forces:R:3
O 2.052 -1.193 -0.468 -0.01 -0.07 -0.08
C 1.579 -0.300 0.499 0.57 0.67 0.19
C 0.203 0.273 0.167 -0.06 -0.60 0.31
O 0.244 0.882 -1.115 0.83 -0.85 0.21
C -0.701 1.766 -1.431 -0.10 1.67 -0.53
O -0.647 2.398 -2.450 -0.28 -0.73 0.67
C -0.844 -0.805 0.183 -3.87 -0.93 2.97
N -1.707 -1.164 -0.637 -1.56 -2.08 2.02
H 2.298 -0.701 -1.261 -0.14 -0.05 0.06
H 1.563 -0.828 1.461 -0.28 0.02 -0.27
H 2.262 0.550 0.645 -0.04 -0.10 -0.15
H -0.064 1.023 0.928 -0.02 -0.21 -0.08
H -1.428 1.971 -0.621 -0.05 -0.31 -0.21
O -1.426 -1.302 1.623 2.98 1.79 -1.92
H -0.961 -0.784 2.294 -0.15 -0.24 0.45
H -2.422 -1.786 0.183 2.19 2.03 -3.65
```
Positions in Å, forces in eV/Å.

Results
- E_HOMO: -0.401 Ha
- Calculated total energy: -512.24281 a.u.
- SMILES string: [H]/N=C(\O)[C@@H](CO)OC=O
- Largest force on an atom: 4.962 eV/Å
- E_LUMO: 0.3 eV

=====

Result set for ΔE to the lowest compared entry with this formula, charge and spin: 166.9, 140.8, 113.1, 21.5, 21.5, 87.6 kcal/mol, one per record in the order listed.